<P>
9
Properties=species:S:1:pos:R:3:lowdin_charge:R:1 method="wB97M-V/def2-TZVPD" lumo_ev=-0.877 charge=0 gap_ha=0.331
O -1.895 1.265 0.482 0.07
C -1.097 0.503 0.003 -0.32
C -0.471 -0.782 0.439 -0.06
N 0.771 -1.053 0.257 0.09
C 1.453 0.130 -0.105 -0.27
O 0.926 1.224 -0.129 0.07
H -0.952 0.345 -1.088 0.14
H -1.210 -1.572 0.573 0.13
H 2.489 0.012 -0.428 0.13

<Q>
9
Properties=species:S:1:pos:R:3:lowdin_charge:R:1 method="wB97M-V/def2-TZVPD" lumo_ev=0.200 charge=0 gap_ha=0.334
O -0.182 -1.105 1.272 0.05
C -0.119 -0.416 0.098 -0.34
C 1.171 0.074 -0.327 -0.23
O 2.160 -0.201 0.335 0.03
C -1.237 0.047 -0.451 -0.15
N -2.234 0.580 -0.922 0.22
H 0.729 -1.041 1.609 0.10
H -1.503 1.349 -0.388 0.18
H 1.216 0.715 -1.227 0.13

Stability, highest: <P>

<P>
9
Properties=species:S:1:pos:R:3:lowdin_charge:R:1 method="wB97M-V/def2-TZVPD" lumo_ev="0.215 / 0.219" charge=0 gap_ha="0.311 / 0.305"
C -1.156 -0.242 -0.439 -0.17
C -0.104 -0.831 0.453 -0.14
C 0.627 1.230 -0.418 -0.17
N 0.941 0.242 0.570 -0.06
O -2.333 -0.241 -0.522 0.12
O 1.736 0.522 -0.637 0.01
H -0.518 -1.235 1.390 0.12
H 0.380 -1.724 -0.144 0.17
H 0.426 2.278 -0.254 0.10

<Q>
9
Properties=species:S:1:pos:R:3:lowdin_charge:R:1 method="wB97M-V/def2-TZVPD" lumo_ev=0.918 charge=0 smiles="OC1=CO1.C#N" gap_ha=0.331
O -0.946 -1.451 0.065 0.13
C -0.083 -0.809 -0.679 -0.51
C 0.596 -0.860 -1.804 0.10
O 0.775 0.214 -0.586 -0.05
H -1.346 -0.902 0.766 0.08
H 1.418 -1.496 -2.069 0.06
C -0.115 1.784 1.421 0.01
N -0.745 0.825 1.440 0.10
H 0.445 2.696 1.446 0.08

Stability, highest: <Q>

<P>
14
Properties=species:S:1:pos:R:3:lowdin_charge:R:1 method="wB97M-V/def2-TZVPD" lumo_ev=0.597 charge=0 smiles="[H]/N=C/N(O)C(=S)NN" gap_ha=0.343
H -3.389 -0.640 -0.761 0.06
N -2.755 0.008 -0.324 0.11
C -1.576 -0.351 -0.233 -0.26
N -0.682 0.558 0.251 -0.16
O -1.150 1.816 0.624 -0.01
C 0.717 0.609 0.062 -0.81
S 1.632 1.917 -0.322 0.68
N 1.239 -0.642 0.292 -0.14
N 2.519 -1.059 0.073 0.01
H -1.007 -1.229 -0.621 0.15
H -2.062 1.699 0.323 0.07
H 0.633 -1.265 0.798 0.13
H 3.139 -0.518 0.722 0.10
H 2.740 -0.904 -0.884 0.07

<Q>
14
Properties=species:S:1:pos:R:3:lowdin_charge:R:1 method="wB97M-V/def2-TZVPD" lumo_ev=0.002 charge=0 gap_ha=0.323
N -1.530 -1.609 -1.030 -0.03
N -0.345 -0.858 -1.341 -0.02
C -0.132 0.131 -0.490 -0.47
N -0.892 0.339 0.683 -0.28
S -0.325 -0.959 1.921 0.69
N 1.279 0.676 -0.558 0.09
C 2.114 1.452 0.329 -0.25
O 1.647 2.007 1.351 -0.03
H -1.893 -1.797 -2.028 0.11
H -2.216 -1.003 -0.529 0.06
H -0.774 1.310 1.000 0.07
H -1.551 -1.637 2.157 -0.12
H 1.523 0.289 -1.414 0.07
H 3.093 1.657 -0.052 0.11

Stability, highest: <Q>

<P>
20
Properties=species:S:1:pos:R:3:lowdin_charge:R:1 method="wB97M-V/def2-TZVPD" lumo_ev=-5.888 charge=0 gap_ha=0.140
N -0.594 0.596 1.945 0.25
C -0.018 -0.347 1.025 -0.47
N 1.311 0.263 0.819 0.30
O -0.123 -1.727 1.370 0.02
H -0.310 1.480 1.582 0.03
H -0.497 0.433 2.969 0.15
H -0.486 -0.261 0.041 0.13
H 1.249 1.203 0.354 0.09
H 0.721 3.512 0.275 -0.02
H 1.985 -0.444 0.543 0.14
O 0.339 2.670 0.331 -0.23
H -0.589 0.786 -1.757 0.07
H -0.769 2.062 -0.665 -0.03
O -1.235 1.544 -1.371 -0.04
H 0.888 -0.773 -3.052 0.05
H 0.119 -1.503 -1.773 -0.05
O 0.440 -0.568 -2.208 -0.16
H -0.313 -2.222 0.518 0.04
H -0.567 -3.353 -1.279 -0.02
O -0.214 -2.526 -1.028 -0.23

<Q>
20
Properties=species:S:1:pos:R:3:lowdin_charge:R:1 method="wB97M-V/def2-TZVPD" lumo_ev=0.192 charge=0 smiles="NC(N)=O.O.O.O.O" gap_ha=0.389
N -0.783 -1.947 0.729 0.19
C -1.058 -0.783 0.021 -0.57
N -2.084 0.082 0.451 0.17
O -0.253 -0.408 -0.816 -0.02
H -0.014 -2.460 0.418 0.09
H -1.460 -2.347 1.317 0.09
H -2.077 1.070 0.328 0.10
H -2.473 -0.320 1.306 0.10
O 0.872 0.256 2.507 -0.07
H 1.813 0.037 2.300 0.07
H 0.966 1.112 2.938 0.03
O 2.438 -1.086 -0.866 -0.06
H 1.625 -0.592 -0.763 -0.03
H 2.166 -1.968 -1.144 0.03
O 0.906 1.852 0.257 -0.04
H 0.156 1.263 0.145 -0.02
H 1.029 2.163 1.141 0.01
O -0.775 1.516 -2.602 -0.06
H 0.166 1.690 -2.613 0.03
H -0.943 1.060 -1.782 -0.04

Stability, highest: <Q>

<P>
17
Properties=species:S:1:pos:R:3:lowdin_charge:R:1 method="wB97M-V/def2-TZVPD" lumo_ev=0.868 charge=0 smiles=CCS.CC gap_ha=0.361
C 0.484 -0.169 2.160 -0.21
C 0.814 1.231 1.737 -0.63
S 2.004 1.500 0.244 0.56
H 1.240 -0.954 1.868 0.07
H -0.575 -0.506 1.745 0.09
H 0.329 -0.053 3.305 0.10
H -0.031 2.008 1.758 0.09
H 1.277 1.853 2.515 0.03
H 2.741 0.267 0.401 -0.11
C -1.575 -0.152 -1.717 -0.17
C -0.586 -1.214 -2.285 -0.18
H -1.471 0.896 -2.208 0.08
H -2.658 -0.357 -1.670 0.05
H -1.156 -0.041 -0.590 0.07
H -1.037 -2.129 -2.586 0.04
H -0.023 -0.784 -3.112 0.06
H 0.221 -1.397 -1.565 0.05

<Q>
17
Properties=species:S:1:pos:R:3:lowdin_charge:R:1 method="wB97M-V/def2-TZVPD" lumo_ev=0.961 charge=0 smiles=CSC.CC gap_ha=0.347
C -0.975 -0.013 -0.251 -0.45
S -1.548 -1.681 0.114 0.72
C -2.534 -2.055 -1.362 -0.43
H -1.724 0.569 -0.787 0.03
H -0.793 0.482 0.697 0.02
H -0.052 -0.001 -0.830 0.03
H -3.205 -2.861 -1.083 0.02
H -1.917 -2.357 -2.205 0.03
H -3.115 -1.182 -1.641 0.03
C 2.428 2.917 0.585 -0.18
C 3.721 2.256 1.068 -0.17
H 2.573 3.993 0.438 0.06
H 2.124 2.499 -0.376 0.06
H 1.642 2.824 1.325 0.05
H 4.567 2.472 0.411 0.06
H 3.563 1.185 1.178 0.06
H 4.009 2.636 2.045 0.06

Stability, highest: <Q>

<P>
17
Properties=species:S:1:pos:R:3:lowdin_charge:R:1 method="wB97M-V/def2-TZVPD" lumo_ev=0.919 charge=0 smiles=CCS.CC gap_ha=0.364
C -1.947 0.811 -1.849 -0.18
C -1.220 0.638 -0.524 -0.62
S -2.142 -0.444 0.634 0.68
H -2.053 -0.139 -2.366 0.07
H -2.921 1.245 -1.639 0.06
H -1.392 1.526 -2.458 0.07
H -0.991 1.615 -0.097 0.08
H -0.267 0.138 -0.628 0.02
H -2.081 0.392 1.675 -0.16
C 2.131 -0.973 0.225 -0.17
C 1.541 -0.560 1.572 -0.17
H 2.182 -0.078 -0.405 0.06
H 3.182 -1.211 0.368 0.06
H 1.634 -1.788 -0.296 0.06
H 2.219 0.201 1.895 0.05
H 1.543 -1.319 2.338 0.06
H 0.582 -0.055 1.556 0.02

<Q>
17
Properties=species:S:1:pos:R:3:lowdin_charge:R:1 method="wB97M-V/def2-TZVPD" lumo_ev=0.967 charge=0 smiles=CSC.CC gap_ha=0.347
C 0.567 -1.927 1.731 -0.40
S -0.373 -2.379 0.239 0.74
C 0.747 -2.095 -1.072 -0.52
H 0.219 -0.954 2.059 0.01
H 0.315 -2.673 2.478 0.02
H 1.642 -1.918 1.549 0.04
H 1.700 -2.630 -1.185 0.04
H 1.107 -1.067 -1.184 0.02
H 0.328 -2.221 -2.078 0.04
C -1.433 2.626 -0.300 -0.17
C -0.114 1.871 -0.326 -0.17
H -1.614 3.142 0.648 0.07
H -1.505 3.328 -1.133 0.06
H -2.270 1.953 -0.436 0.06
H 0.054 1.300 -1.247 0.06
H -0.113 1.104 0.435 0.04
H 0.742 2.539 -0.176 0.07

Stability, highest: <P>

<P>
7
Properties=species:S:1:pos:R:3:lowdin_charge:R:1 method="wB97M-V/def2-TZVPD" lumo_ev="-1.433 / -1.095" charge=0 gap_ha="0.276 / 0.327"
C -1.176 -2.784 0.990 -0.19
C -0.311 -2.200 0.136 -0.17
N -1.771 -3.144 1.913 0.20
N 0.700 0.275 -0.112 -0.44
O 0.257 -2.348 -0.897 -0.03
Cl 1.593 -0.392 -1.348 0.60
H 0.060 1.062 -0.542 0.03

<Q>
7
Properties=species:S:1:pos:R:3:lowdin_charge:R:1 method="wB97M-V/def2-TZVPD" lumo_ev="-1.202 / -1.443" charge=0 gap_ha="0.293 / 0.295"
C -0.252 1.095 0.336 -0.40
C -0.655 -0.181 -0.014 -0.61
N -0.037 2.178 0.675 0.17
N 1.239 -1.129 0.423 0.11
O 2.067 -1.062 -0.412 0.04
Cl -1.060 -0.219 -1.720 0.62
H -1.302 -0.681 0.713 0.09

<R>
7
Properties=species:S:1:pos:R:3:lowdin_charge:R:1 method="wB97M-V/def2-TZVPD" lumo_ev="-4.358 / -2.699" charge=0 smiles="N#C/N=C/OCl" gap_ha="0.213 / 0.311"
N -2.951 0.979 0.090 0.16
C -1.788 0.864 0.071 -0.30
N -0.482 0.644 -0.050 0.16
C 0.362 -0.342 -0.051 -0.32
O 1.548 -0.631 0.152 -0.29
Cl 3.536 -0.180 0.069 0.37
H -0.224 -1.333 -0.281 0.22

<S>
7
Properties=species:S:1:pos:R:3:lowdin_charge:R:1 method="wB97M-V/def2-TZVPD" lumo_ev=-1.553 charge=0 smiles="N#C[C@@H](Cl)N=O" gap_ha=0.338
N 0.541 -2.358 -0.064 0.19
C 0.539 -1.218 -0.020 -0.27
C 0.197 0.196 -0.080 -0.56
Cl -1.174 0.303 -1.462 0.50
N -0.091 0.914 1.100 -0.04
O -1.101 1.563 1.193 0.05
H 1.090 0.600 -0.666 0.14

Stability, highest: <S>

<P>
17
Properties=species:S:1:pos:R:3:lowdin_charge:R:1 method="wB97M-V/def2-TZVPD" lumo_ev=0.089 charge=0 gap_ha=0.310
C -0.759 1.803 -0.002 -0.04
C -0.820 0.342 -0.389 -0.31
C 0.386 -0.414 -1.034 -0.21
C -0.330 -1.637 -0.403 -0.12
C 0.581 -0.428 1.274 -0.20
C 1.427 -0.193 0.021 -0.78
H -0.891 2.423 -0.892 0.09
H 0.181 2.089 0.469 0.07
H -1.567 2.030 0.700 0.09
H -1.735 0.147 -0.956 0.14
H 0.688 -0.328 -2.074 0.14
H 0.280 -2.487 -0.087 0.12
H -1.192 -1.978 -0.989 0.12
H 0.568 0.440 1.939 0.12
H 0.942 -1.293 1.838 0.12
N -0.746 -0.712 0.699 -0.06
S 2.985 0.194 -0.113 0.72

<Q>
17
Properties=species:S:1:pos:R:3:lowdin_charge:R:1 method="wB97M-V/def2-TZVPD" lumo_ev=-0.184 charge=0 gap_ha=0.326
C -0.573 0.103 -0.513 -0.86
C 0.761 -0.627 -0.878 -0.09
C 1.426 -0.590 0.526 -0.17
C 0.790 0.576 1.246 -0.13
C -0.138 1.328 0.289 -0.14
C -0.945 -0.751 0.638 -0.29
H -1.108 0.535 -2.972 0.08
H 0.713 -1.608 -1.530 0.16
H 1.143 0.012 -1.643 0.08
H 2.244 -1.145 0.875 0.12
H 1.114 0.805 2.212 0.11
H 0.378 2.031 -0.339 0.11
H -0.889 1.865 0.835 0.11
H -1.765 -0.440 1.207 0.10
H -1.358 -1.650 0.150 0.12
N 0.283 -0.865 1.363 -0.01
S -2.077 0.420 -1.468 0.70

Stability, highest: <P>

<P>
17
Properties=species:S:1:pos:R:3:lowdin_charge:R:1 method="wB97M-V/def2-TZVPD" lumo_ev=0.605 charge=0 gap_ha=0.356
C 0.931 1.661 0.438 -0.05
C 0.460 0.294 0.281 -0.56
C -0.064 -1.231 -0.724 -0.33
C -0.029 -1.836 0.574 -0.08
C 0.371 -0.805 1.334 0.00
C -0.896 0.013 -0.471 -0.56
H 0.315 2.341 1.007 0.07
H 1.128 2.391 -0.406 0.11
H 1.872 1.525 1.008 0.10
H 1.211 0.294 -1.591 0.08
H -0.046 -1.953 -1.584 0.15
H -0.190 -2.852 0.847 0.11
H 0.338 -0.916 2.459 0.13
H -0.923 0.595 -1.472 0.11
H -3.090 0.662 -1.103 -0.05
N 1.221 -0.342 -0.826 0.10
S -2.607 0.161 0.227 0.66

<Q>
17
Properties=species:S:1:pos:R:3:lowdin_charge:R:1 method="wB97M-V/def2-TZVPD" lumo_ev=0.803 charge=0 smiles=C#C[C@H](N)C[C@H]1CS1 gap_ha=0.350
C 2.109 1.700 -0.722 0.05
C 1.620 0.586 -0.576 -0.09
C 0.959 -0.733 -0.052 -0.53
N 0.655 -1.754 -0.914 -0.10
C -0.179 -0.532 1.041 -0.17
C -1.642 0.026 0.629 -0.56
C -1.818 1.334 -0.177 -0.49
S -2.257 -0.098 -1.057 0.83
H 2.863 2.631 -0.601 0.09
H 1.705 -1.224 0.644 0.14
H 0.048 -1.585 -1.898 0.13
H 1.427 -2.713 -1.215 0.20
H -0.321 -1.461 1.855 0.16
H 0.416 0.193 1.709 0.11
H -2.185 -0.150 1.584 0.10
H -0.868 1.776 -0.539 0.06
H -2.534 2.003 0.290 0.07

Stability, highest: <P>